The following is a DFT calculation (the ωB97M-V functional and the def2-TZVPD basis) of a structure of composition C38H28BF5LaN10O at a distorted geometry.

XYZ file:
```
84
Properties=species:S:1:pos:R:3:forces:R:3
H 3.76925 2.88174 3.64546 -0.038 -0.100 0.021
H 2.97691 1.05003 -6.09336 -0.052 -0.113 0.043
C 2.42529 4.32001 -0.90125 0.081 0.027 0.543
C 3.68577 1.24201 5.05202 -0.099 -0.181 0.009
F -2.50277 0.94234 -4.24579 -0.037 0.228 0.580
C 1.15649 -1.36038 -4.52746 -0.404 -0.424 0.201
C -2.15054 -5.45199 -0.15668 0.055 0.105 0.204
C -0.78096 -3.23081 0.75713 0.208 0.162 0.477
H 3.07351 7.11871 -3.44756 0.001 -0.012 0.038
N -3.61339 -1.40515 1.70783 -0.157 -0.092 -0.010
C 3.06171 6.55831 -1.36558 -0.039 -0.089 -0.210
C 2.26368 4.08412 -2.25621 -0.089 -0.166 -0.530
C 3.36508 1.90216 3.87962 -0.027 -0.050 0.067
B -2.52894 1.35932 -2.92305 -0.211 -0.022 -0.285
C -1.67112 -4.54008 -1.08319 -0.004 -0.047 0.100
H 3.37189 7.54265 -1.03527 -0.008 -0.015 -0.022
H 0.90041 -3.40545 -5.14101 0.060 0.090 -0.026
H -1.59099 1.83262 2.32801 -0.043 -0.043 -0.100
C -0.04177 -1.97250 0.88290 0.199 0.064 0.356
C 1.34980 -2.44430 -5.36831 -0.036 -0.006 -0.089
H -4.72242 -2.89773 2.60366 0.017 -0.085 -0.016
H -3.50654 -0.07309 4.95111 -0.108 0.047 0.036
C -2.76095 -0.36992 1.85764 0.785 0.379 0.062
H -4.99647 -1.74800 0.16439 -0.003 -0.013 0.004
C 2.83265 5.56063 -0.42775 -0.007 -0.043 -0.094
C 2.71428 -0.99474 -6.76639 -0.120 -0.167 0.105
C 1.14702 -0.35886 2.12363 -0.043 -0.124 -0.011
H -0.70960 1.04250 3.65264 0.046 -0.002 -0.015
C 2.13046 -2.24570 -6.49900 0.098 0.207 -0.033
C -3.93700 -1.91233 0.37945 -0.089 -0.022 0.214
N 0.11527 -1.43640 -0.36029 0.329 -0.367 -0.033
H -1.04096 -4.01928 2.75116 0.001 -0.002 -0.098
C -0.36617 -2.28277 -1.28674 0.207 -0.152 -0.315
N 2.29636 2.82096 1.06531 -0.265 -0.099 -0.234
H 2.95658 5.73325 0.63571 -0.014 -0.013 -0.095
C 2.89317 6.31691 -2.74111 0.017 0.023 0.259
H -3.35442 -1.39253 -0.37505 0.046 0.053 0.091
C -3.35666 -2.01776 4.02861 0.123 -0.151 -0.002
C -1.23727 -4.15877 1.69313 -0.030 -0.071 -0.093
C 2.49526 1.26652 2.99418 0.191 0.676 -0.206
H -2.69876 -6.32540 -0.49202 0.032 0.032 0.021
N 0.65696 0.03747 -2.76320 0.263 0.009 -0.179
H -2.18053 1.97257 3.98816 -0.029 -0.038 0.038
N 1.79088 2.01227 -3.55439 -0.126 0.122 0.398
F -1.00552 2.80452 0.29581 -0.246 1.392 0.830
H 3.32400 -0.87213 -7.65381 -0.018 -0.019 0.018
F -1.37762 2.20610 -2.64079 -0.611 -0.116 -0.430
H -2.30572 -5.99987 1.92939 0.003 0.020 -0.041
C 1.97242 0.00928 3.27121 -0.287 -0.572 0.100
H -1.87909 -0.72424 4.91299 0.116 -0.036 0.046
H -5.16892 -1.27350 3.12068 -0.044 0.017 0.014
H -3.71989 -2.98156 0.33159 -0.012 -0.008 -0.009
H 2.35716 4.86682 -4.25892 0.015 0.019 0.107
N -2.51850 0.10116 3.11807 -0.057 0.042 -0.065
N -0.13276 -2.24231 -2.62371 0.129 0.243 0.432
C 3.15670 -0.03723 5.33387 0.052 0.183 -0.087
La -0.40909 0.99806 -0.67963 -1.057 -0.625 0.136
C 2.49356 5.07116 -3.20212 0.038 0.043 -0.012
C -0.98880 -3.42256 -0.60455 -0.070 -0.068 -0.627
H -1.82223 -4.67606 -2.14855 0.010 0.008 0.081
C -4.32067 -1.92122 2.86699 -0.084 0.067 -0.254
H 3.43093 -0.53549 6.25692 0.010 0.047 -0.017
N 1.19282 0.66238 1.22148 0.281 -0.028 0.064
C 2.52595 0.08060 -5.90580 -0.043 -0.094 -0.112
C 1.84041 2.67520 -2.38880 0.259 -0.482 -0.371
C 2.30264 -0.66754 4.44688 0.015 0.105 0.018
C -1.93312 -5.26252 1.22677 0.030 0.059 -0.254
C -2.80369 -0.64550 4.33947 0.039 0.329 -0.277
N 0.48440 -1.51769 2.02284 -0.066 0.198 -0.389
N 1.70466 2.14308 -1.16203 0.498 0.142 -0.151
H -3.83535 -2.43361 4.91477 -0.058 -0.017 0.015
H 4.35562 1.70933 5.76446 -0.017 -0.037 0.000
H -2.54786 -2.68760 3.73326 0.018 0.010 0.040
H 2.29961 -3.06981 -7.18353 0.005 0.063 0.014
C 1.73008 -0.13083 -4.79036 0.146 0.652 -0.015
O -2.18589 0.15305 0.88898 -0.425 -0.274 0.061
C 1.38023 0.74561 -3.64874 0.169 -0.053 0.144
C 2.09617 3.05319 -0.21647 0.277 -0.201 0.452
F -3.69940 2.00359 -2.54889 0.540 -0.311 -0.246
H 1.90081 -1.65525 4.64955 0.031 0.093 -0.042
C 0.46907 -1.23370 -3.22215 0.104 -0.207 0.050
C 1.97957 1.65603 1.68087 0.111 -0.154 -0.096
F -2.32332 0.19415 -2.04868 -0.388 0.264 -0.527
C -1.69980 1.30377 3.26960 -0.095 -0.209 0.231
```
Positions in Å, forces in eV/Å.

Calculated values
HOMO energy (alpha / beta)   -3.72 / -3.76 eV
Gap between HOMO and LUMO (alpha / beta)   4.976 / 5.019 eV
Total energy   -71950.111 eV
Spin multiplicity   1
Energy relative to the best compared isomer or geometry (same formula, charge and spin)   4.8 kJ/mol
Total charge   -1

Charges computed using Mulliken, reported in e:
1 H 0.535
2 H 0.515
3 C 0.131
4 C -0.594
5 F -0.362
6 C 0.157
7 C -0.765
8 C 0.406
9 H 0.390
10 N 0.389
11 C -0.562
12 C -0.080
13 C -0.130
14 B 0.029
15 C -0.077
16 H 0.378
17 H 0.522
18 H 0.242
19 C -0.351
20 C -0.145
21 H 0.499
22 H 0.347
23 C 0.522
24 H 0.433
25 C -0.239
26 C -0.596
27 C -0.726
28 H 0.206
29 C -0.613
30 C -0.846
31 N -0.546
32 H 0.530
33 C -0.108
34 N -0.595
35 H 0.530
36 C -0.578
37 H 0.008
38 C -0.077
39 C 0.352
40 C 0.040
41 H 0.383
42 N 0.197
43 H 0.453
44 N -0.617
45 F -0.748
46 H 0.389
47 F -0.335
48 H 0.397
49 C 0.446
50 H 0.353
51 H 0.305
52 H 0.215
53 H 0.525
54 N 0.219
55 N -0.558
56 C -0.600
57 La 2.274
58 C -0.136
59 C 0.308
60 H 0.525
61 C -0.909
62 H 0.399
63 N 0.040
64 C -0.196
65 C 0.308
66 C -0.294
67 C -0.787
68 C -0.706
69 N -0.373
70 N -0.500
71 H 0.421
72 H 0.394
73 H -0.199
74 H 0.389
75 C 0.109
76 O -0.703
77 C -0.057
78 C 0.126
79 F -0.370
80 H 0.529
81 C -0.305
82 C -0.117
83 F -0.238
84 C -1.125